DFT (ωB97M-V/def2-TZVPD) results for a molecular structure, C17H27BN11O4S2Ta.

Output
Highest occupied orbital energy = -21.6347 eV
Energy above the lowest of the compared OMol25 structures with the same formula, charge and spin = 0.00 kJ/mol
Net charge = +4
LUMO energy = -14.75 eV
Multiplicity = 1
Calculated total energy = -2443.95044 Ha
Kohn-Sham gap = 0.2529 Ha

Last column: natural (NBO) charge in e.
Cartesian coordinates (Å):
Ta: 0.540 1.248 -0.737  1.994
C: 1.945 -0.286 4.131  -0.700
C: 0.835 0.540 3.609  0.398
N: -0.002 1.259 4.294  -0.141
N: -0.835 1.844 3.397  -0.284
C: -0.548 1.512 2.156  0.244
S: -1.377 1.800 0.664  0.142
N: 0.516 0.696 2.258  -0.202
N: 1.041 0.040 1.121  -0.713
H: 1.885 -0.296 5.218  0.318
H: 2.915 0.137 3.855  0.271
H: 1.879 -1.313 3.765  0.264
H: -1.589 2.436 3.736  0.485
H: 0.629 -0.975 1.145  0.485
H: 2.048 -0.063 1.277  0.450
B: 3.160 2.073 -1.307  0.429
N: 2.547 1.974 -2.694  -0.333
C: 2.923 2.174 -3.950  0.144
C: 1.812 1.987 -4.787  -0.247
C: 0.773 1.658 -3.959  0.048
N: 1.210 1.646 -2.659  -0.487
N: 2.562 3.254 -0.530  -0.326
C: 2.962 4.466 -0.186  0.159
C: 1.878 5.164 0.382  -0.249
C: 0.826 4.297 0.359  0.047
N: 1.226 3.096 -0.188  -0.472
H: 4.307 1.838 -1.168  0.076
H: 2.470 1.036 -0.703  -0.130
H: 3.944 2.430 -4.197  0.290
H: 1.790 2.084 -5.861  0.307
H: -0.252 1.433 -4.204  0.264
H: 3.983 4.787 -0.350  0.292
H: 1.889 6.177 0.752  0.311
H: -0.191 4.441 0.687  0.266
C: -1.951 -2.882 3.707  -0.629
C: -1.958 -3.669 2.404  -0.642
S: -1.306 -2.698 1.077  2.151
O: 0.126 -2.414 1.338  -0.998
O: -2.081 -1.497 0.844  -0.965
C: -1.320 -3.764 -0.386  -0.686
C: -2.038 -3.222 -1.627  -0.248
N: -1.887 -1.754 -1.836  -0.273
C: -0.743 -1.078 -1.806  0.456
N: -0.990 0.256 -1.817  -0.634
C: -2.360 0.419 -1.920  -0.041
C: -2.904 -0.814 -1.932  0.247
N: -4.352 -1.071 -1.984  0.527
O: -5.007 -0.097 -2.236  -0.263
O: -4.730 -2.193 -1.748  -0.311
C: 0.640 -1.641 -1.799  -0.690
H: -2.339 -3.533 4.490  0.288
H: -2.599 -2.009 3.650  0.235
H: -0.940 -2.595 3.995  0.219
H: -2.966 -3.935 2.075  0.280
H: -1.338 -4.569 2.442  0.281
H: -1.814 -4.696 -0.100  0.310
H: -0.276 -4.017 -0.560  0.270
H: -3.107 -3.395 -1.569  0.305
H: -1.664 -3.742 -2.510  0.273
H: -2.861 1.371 -1.994  0.293
H: 0.795 -2.295 -2.664  0.327
H: 0.880 -2.213 -0.904  0.282
H: 1.389 -0.847 -1.955  0.237

Atoms 1-6, force components in eV/Å:
Ta -0.06 0.20 -0.07
C -0.01 0.01 0.00
C 0.02 0.01 0.01
N -0.01 0.00 0.00
N 0.01 0.00 0.02
C -0.09 0.01 0.01



DFT (ωB97M-V/def2-TZVPD) results for a molecular structure, C17H27CdClN8O3.

Output
Highest occupied orbital energy = -12.6693 eV
Energy above the lowest of the compared OMol25 structures with the same formula, charge and spin = 0.00 kJ/mol
Net charge = +2
LUMO energy = -4.97 eV
Multiplicity = 1
Calculated total energy = -1955.15308 Ha
Kohn-Sham gap = 0.2831 Ha

Last column: natural (NBO) charge in e.
Cartesian coordinates (Å):
Cd: 0.363 0.054 0.394  1.751
Cl: -2.527 6.749 0.332  0.046
C: -2.194 5.055 0.396  -0.101
C: -3.129 4.143 -0.128  -0.122
C: -2.895 2.795 -0.091  -0.295
C: -1.708 2.259 0.462  0.428
O: -1.560 0.966 0.499  -0.908
C: -0.757 3.195 0.982  -0.326
C: 0.499 2.859 1.569  0.430
O: 1.067 1.747 1.632  -0.760
C: -1.042 4.587 0.947  -0.137
H: -4.045 4.524 -0.561  0.245
H: -3.617 2.095 -0.489  0.235
H: 1.042 3.704 2.014  0.159
H: -0.320 5.283 1.358  0.234
C: -0.374 -2.962 4.077  -0.248
C: 0.356 -2.223 2.933  -0.258
N: -0.518 -1.195 2.350  -0.479
C: -1.784 -1.811 1.908  -0.275
C: -2.565 -2.368 3.118  -0.246
N: -1.674 -2.251 4.321  -0.331
C: -1.419 -0.802 4.628  -0.248
C: -0.811 -0.161 3.363  -0.274
H: 0.186 -2.950 5.010  0.243
H: -0.615 -3.994 3.826  0.237
H: 0.646 -2.920 2.151  0.242
H: 1.259 -1.738 3.301  0.233
H: -1.549 -2.611 1.206  0.227
H: -2.366 -1.049 1.393  0.270
H: -2.827 -3.418 3.001  0.242
H: -3.469 -1.802 3.332  0.240
H: -2.139 -2.681 5.120  0.453
H: -0.749 -0.767 5.484  0.238
H: -2.370 -0.354 4.907  0.244
H: 0.114 0.359 3.606  0.245
H: -1.493 0.557 2.912  0.256
N: -0.586 2.376 -4.435  -0.580
N: 0.182 2.133 -3.321  0.197
N: 1.013 3.031 -2.843  -0.236
C: 1.432 2.434 -1.738  0.142
N: 0.862 1.234 -1.580  -0.456
N: 0.049 1.060 -2.616  -0.057
H: -0.120 3.085 -4.990  0.406
H: -0.710 1.510 -4.947  0.397
H: 2.143 2.871 -1.058  0.237
C: 3.957 -2.870 -2.425  -0.418
N: 3.144 -2.814 -1.203  -0.353
C: 3.254 -3.887 -0.217  -0.424
C: 2.329 -1.810 -1.001  0.545
O: 1.595 -1.705 0.017  -0.814
H: 4.282 -3.895 -2.577  0.236
H: 4.836 -2.234 -2.336  0.226
H: 3.368 -2.569 -3.288  0.224
H: 4.223 -4.365 -0.328  0.234
H: 2.468 -4.628 -0.370  0.222
H: 3.171 -3.473 0.784  0.223
H: 2.318 -1.048 -1.784  0.161

Atoms 1-6, force components in eV/Å:
Cd -0.02 0.05 -0.02
Cl 0.00 -0.01 0.01
C -0.04 0.01 -0.03
C 0.01 0.03 0.01
C 0.01 -0.06 0.00
C 0.05 0.09 0.01



DFT (ωB97M-V/def2-TZVPD) results for a molecular structure, C17H27CuF6N4O7S2.

Output
Highest occupied orbital energy (alpha / beta) = 0.0688 / -4.3827 eV
Net charge = -1
LUMO energy (alpha / beta) = 2.23 / 2.20 eV
Multiplicity = 2
Calculated total energy = -4445.62060 Ha
Kohn-Sham gap (alpha / beta) = 0.0793 / 0.2420 Ha

Last column: natural (NBO) charge in e.
Cartesian coordinates (Å):
Cu: -0.118 -0.065 -0.094  0.870
C: -2.401 1.982 -1.304  0.772
F: -1.098 2.410 -1.232  -0.326
F: -2.824 1.210 -0.259  -0.303
F: -3.150 3.050 -1.451  -0.301
S: -2.479 0.692 -2.741  2.114
O: -3.893 0.300 -2.707  -0.879
O: -1.898 1.422 -3.865  -0.911
N: -1.352 -0.484 -2.015  -1.227
S: -1.536 -1.820 -2.794  2.161
O: -2.592 -2.566 -2.140  -0.925
O: -1.632 -1.763 -4.293  -0.915
C: 0.120 -2.730 -2.284  0.756
F: 1.187 -2.075 -2.807  -0.347
F: 0.297 -2.888 -0.954  -0.297
F: 0.157 -3.897 -2.967  -0.325
C: 2.882 2.864 -2.136  -0.433
C: 1.811 2.614 -3.151  -0.431
C: 1.701 1.110 -2.979  -0.068
O: 1.713 0.898 -1.556  -0.549
C: 2.584 1.871 -1.008  -0.069
H: 2.890 3.915 -1.846  0.208
H: 3.830 2.649 -2.630  0.192
H: 2.108 2.744 -4.192  0.206
H: 0.910 3.219 -3.051  0.222
H: 2.578 0.602 -3.380  0.152
H: 0.878 0.647 -3.522  0.230
H: 3.604 1.589 -0.748  0.163
H: 2.137 2.348 -0.136  0.192
C: 0.422 3.792 2.186  -0.689
C: -0.678 2.773 1.885  0.681
O: -0.366 1.809 1.202  -0.690
N: -1.827 2.924 2.540  -0.588
C: -2.920 1.977 2.694  -0.458
H: 0.860 4.331 1.346  0.229
H: 1.288 3.294 2.623  0.239
H: -0.100 4.478 2.853  0.190
H: -1.970 3.767 3.077  0.384
H: -2.779 1.525 3.676  0.201
H: -2.844 1.122 2.022  0.277
H: -3.938 2.357 2.778  0.202
C: 3.308 -2.153 2.183  -0.719
C: 2.645 -1.840 0.898  0.686
O: 1.826 -0.965 0.833  -0.684
N: 2.965 -2.417 -0.249  -0.601
C: 3.989 -3.450 -0.616  -0.420
H: 3.501 -3.225 2.228  0.219
H: 2.555 -1.942 2.943  0.255
H: 4.109 -1.427 2.324  0.236
H: 2.441 -1.981 -0.995  0.420
H: 4.808 -3.063 -1.222  0.193
H: 3.450 -4.210 -1.181  0.212
H: 4.579 -3.821 0.222  0.208
N: -2.038 -1.483 1.319  -0.679
C: -3.146 -2.251 1.055  -0.043
C: -3.885 -2.832 2.117  -0.305
C: -3.458 -2.744 3.438  -0.412
C: -2.380 -1.913 3.715  -0.285
C: -1.656 -1.346 2.643  -0.099
H: -3.416 -2.173 0.012  0.207
H: -4.857 -3.215 1.843  0.186
H: -4.043 -3.168 4.240  0.176
H: -2.084 -1.608 4.708  0.179
H: -0.779 -0.772 2.903  0.160

Atoms 1-6, force components in eV/Å:
Cu -0.58 -0.49 0.28
C 1.12 -2.63 -0.61
F -1.45 -0.41 0.48
F 0.80 1.91 -0.57
F -0.32 -0.13 0.04
S 0.09 0.97 1.21



DFT (ωB97M-V/def2-TZVPD) results for 4 unconnected molecules or ions with the total composition C17H27F9O9S2.

Output
Highest occupied orbital energy = -8.8014 eV
Energy above the lowest of the compared OMol25 structures with the same formula, charge and spin = 0.00 kJ/mol
LUMO energy = 0.53 eV
Multiplicity = 1
Calculated total energy = -3036.32300 Ha
Kohn-Sham gap = 0.3431 Ha

Last column: natural (NBO) charge in e.
Cartesian coordinates (Å):
C: 2.500 -2.150 3.734  -0.627
C: 1.788 -3.085 2.790  -0.072
O: 0.886 -3.891 3.582  -0.750
S: -0.263 -4.765 2.835  1.778
O: -0.369 -4.283 1.472  -0.953
O: -1.529 -4.229 3.683  -0.725
C: -1.628 -2.897 4.203  -0.075
C: -1.739 -1.815 3.135  -0.450
C: -2.569 -0.630 3.643  -0.519
S: -4.352 -0.812 3.389  -0.039
H: 1.760 -1.528 4.247  0.203
H: 3.052 -2.692 4.500  0.215
H: 3.149 -1.480 3.175  0.233
H: 2.486 -3.747 2.273  0.185
H: 1.225 -2.534 2.039  0.196
H: -2.547 -2.914 4.791  0.202
H: -0.797 -2.712 4.883  0.192
H: -2.215 -2.261 2.262  0.232
H: -0.754 -1.443 2.843  0.207
H: -2.443 -0.511 4.722  0.215
H: -2.230 0.296 3.182  0.217
H: -4.294 -0.995 2.065  0.129
C: -7.568 0.520 -2.795  -0.638
C: -8.107 1.136 -1.525  -0.078
O: -8.372 0.121 -0.527  -0.477
C: -7.332 -0.277 0.183  0.696
O: -6.202 0.105 0.099  -0.549
C: -7.776 -1.328 1.229  0.899
F: -8.588 -2.242 0.692  -0.307
F: -8.426 -0.724 2.232  -0.308
F: -6.708 -1.944 1.725  -0.301
H: -8.256 -0.236 -3.175  0.217
H: -7.448 1.293 -3.554  0.223
H: -6.599 0.055 -2.622  0.226
H: -9.071 1.613 -1.687  0.197
H: -7.418 1.868 -1.107  0.201
C: 5.321 0.010 -1.773  -0.642
C: 6.572 -0.132 -0.937  -0.078
O: 6.407 0.513 0.351  -0.474
C: 5.781 -0.189 1.274  0.696
O: 5.343 -1.298 1.183  -0.551
C: 5.703 0.620 2.592  0.899
F: 5.338 1.885 2.375  -0.306
F: 6.896 0.622 3.200  -0.309
F: 4.814 0.056 3.409  -0.307
H: 5.060 1.062 -1.888  0.230
H: 5.493 -0.415 -2.762  0.222
H: 4.483 -0.513 -1.315  0.224
H: 7.418 0.382 -1.389  0.197
H: 6.840 -1.175 -0.775  0.199
C: 3.455 4.158 -6.566  -0.638
C: 2.666 4.781 -5.439  -0.078
O: 1.980 3.768 -4.663  -0.475
C: 2.699 3.162 -3.736  0.696
O: 3.846 3.352 -3.460  -0.550
C: 1.822 2.141 -2.970  0.899
F: 1.075 1.411 -3.801  -0.305
F: 1.007 2.787 -2.126  -0.309
F: 2.600 1.324 -2.265  -0.305
H: 2.807 3.550 -7.197  0.218
H: 3.900 4.942 -7.178  0.224
H: 4.256 3.528 -6.180  0.224
H: 1.869 5.420 -5.811  0.199
H: 3.301 5.363 -4.772  0.202

Atoms 1-6, force components in eV/Å:
C -0.48 0.17 0.14
C 0.15 0.01 -0.07
O -0.05 0.05 0.02
S -0.20 -0.22 -0.08
O 0.08 0.17 0.09
O 0.26 -0.17 0.06